Here is a structure of composition C35H50AgN11O3S2 from the Open Molecules 2025 dataset. Energies are from wB97M-V/def2-TZVPD.

Energy relative to the best compared isomer or geometry (same formula, charge and spin) (kJ/mol): 0.0
Total energy (eV): -85311.108
Kohn-Sham gap (eV): 7.43
LUMO level (eV): 0.28

Each line ends with the Löwdin charge.
Atoms and positions in Å:
1 Ag -1.390 0.082 -1.001  0.76
2 C -3.002 1.814 1.622  -0.05
3 N -2.000 1.092 2.391  -0.13
4 C -2.526 0.062 3.271  -0.05
5 C -0.709 1.091 1.962  -0.40
6 N -0.436 1.413 0.734  0.09
7 C 0.741 2.084 0.388  -0.24
8 C 1.250 3.116 1.180  -0.04
9 C 2.327 3.885 0.769  -0.10
10 C 2.895 3.654 -0.476  -0.10
11 C 2.396 2.641 -1.278  -0.04
12 C 1.348 1.820 -0.856  -0.23
13 N 0.808 0.815 -1.671  0.10
14 C 1.548 0.100 -2.465  -0.40
15 N 0.994 -0.466 -3.578  -0.15
16 C 1.318 -1.827 -3.980  -0.05
17 C -0.298 0.003 -4.050  -0.07
18 N 2.883 -0.186 -2.269  -0.15
19 C 3.827 -0.244 -3.366  -0.05
20 C 3.479 -0.226 -0.955  -0.06
21 N 0.230 0.705 2.894  -0.15
22 C 0.173 1.150 4.270  -0.06
23 C 1.489 0.140 2.471  -0.05
24 H -3.794 2.136 2.301  0.09
25 H -3.438 1.191 0.840  0.06
26 H -2.544 2.685 1.163  0.08
27 H -3.268 -0.527 2.726  0.07
28 H -3.002 0.503 4.151  0.09
29 H -1.724 -0.596 3.598  0.08
30 H 0.759 3.332 2.123  0.11
31 H 2.694 4.682 1.403  0.10
32 H 3.709 4.272 -0.831  0.10
33 H 2.817 2.477 -2.263  0.12
34 H 2.147 -2.222 -3.399  0.07
35 H 1.578 -1.867 -5.040  0.09
36 H 0.450 -2.474 -3.818  0.10
37 H -0.427 1.057 -3.834  0.08
38 H -1.126 -0.538 -3.578  0.06
39 H -0.356 -0.159 -5.128  0.10
40 H 3.317 -0.071 -4.309  0.09
41 H 4.329 -1.216 -3.408  0.09
42 H 4.593 0.529 -3.236  0.09
43 H 2.706 -0.276 -0.193  0.07
44 H 4.093 0.659 -0.753  0.10
45 H 4.108 -1.118 -0.881  0.07
46 H -0.753 1.690 4.449  0.09
47 H 1.013 1.821 4.484  0.09
48 H 0.227 0.305 4.963  0.09
49 H 1.357 -0.343 1.503  0.07
50 H 1.794 -0.615 3.201  0.09
51 H 2.284 0.889 2.385  0.09
52 C 6.044 -3.236 -0.540  -0.08
53 C 5.280 -4.086 0.467  -0.19
54 N 4.016 -3.503 0.920  -0.05
55 C 4.011 -2.821 2.208  -0.20
56 C 4.967 -1.636 2.273  -0.07
57 C 2.960 -3.592 0.068  -0.42
58 O 3.097 -3.992 -1.081  0.07
59 C 1.590 -3.191 0.536  -0.12
60 C 0.983 -3.649 1.699  -0.02
61 C -0.319 -3.262 1.969  -0.04
62 C -0.970 -2.421 1.077  -0.13
63 N -0.397 -1.989 -0.048  0.05
64 C 0.842 -2.389 -0.313  -0.08
65 H 6.981 -3.731 -0.801  0.08
66 H 6.283 -2.251 -0.140  0.06
67 H 5.457 -3.117 -1.449  0.06
68 H 5.884 -4.262 1.359  0.12
69 H 5.055 -5.055 0.022  0.12
70 H 4.264 -3.543 2.992  0.12
71 H 3.005 -2.468 2.408  0.08
72 H 6.005 -1.941 2.145  0.07
73 H 4.882 -1.153 3.247  0.08
74 H 4.727 -0.899 1.505  0.06
75 H 1.512 -4.312 2.372  0.12
76 H -0.832 -3.610 2.855  0.11
77 H -1.989 -2.082 1.233  0.07
78 H 1.276 -2.057 -1.245  0.09
79 N -6.361 5.602 0.157  0.09
80 C -5.842 4.492 -0.505  -0.32
81 C -4.460 4.357 -0.681  -0.04
82 C -3.947 3.284 -1.380  -0.08
83 C -4.803 2.328 -1.917  -0.29
84 C -6.173 2.458 -1.760  -0.06
85 C -6.690 3.534 -1.057  -0.03
86 S -4.108 0.937 -2.755  0.54
87 O -2.970 1.416 -3.497  -0.33
88 O -5.188 0.296 -3.466  -0.36
89 N -3.529 0.000 -1.589  -0.25
90 C -4.357 -0.767 -0.830  -0.71
91 S -6.010 -1.195 -1.236  1.05
92 C -6.122 -2.098 0.228  -0.42
93 C -4.944 -2.048 0.883  -0.29
94 N -3.949 -1.299 0.303  -0.01
95 H -5.734 6.051 0.804  0.08
96 H -7.286 5.485 0.534  0.09
97 H -3.794 5.110 -0.274  0.11
98 H -2.878 3.182 -1.526  0.11
99 H -6.828 1.717 -2.197  0.10
100 H -7.762 3.640 -0.942  0.11
101 H -7.023 -2.616 0.510  0.05
102 H -4.742 -2.547 1.822  0.09

=====

Here is a structure of composition C16H21Br4N2O4 at a distorted geometry from the Open Molecules 2025 dataset. Energies are from wB97M-V/def2-TZVPD.

Total charge: -1
Total energy (eV): -308260.725
Kohn-Sham gap (eV): 6.28
LUMO level (eV): 1.45

Each line ends with the Löwdin charge.
Atoms and positions in Å:
1 C 4.706 1.058 -0.979  -0.03
2 C 3.511 1.719 -0.034  -0.29
3 O 3.754 1.762 1.288  -0.06
4 O 2.294 2.228 -0.686  -0.13
5 C 1.292 1.123 -0.844  -0.14
6 C 0.403 1.127 0.532  -0.13
7 C -0.457 -0.232 0.823  -0.19
8 N -1.465 -0.619 -0.226  -0.17
9 C -2.167 0.541 -0.871  -0.18
10 C -2.953 1.548 0.206  -0.23
11 C -2.715 3.162 -0.167  -0.58
12 Br -4.372 3.985 -1.024  0.47
13 C -0.779 -1.547 -1.190  -0.22
14 C -0.927 -1.186 -2.776  -0.42
15 O -1.976 -1.750 -3.437  -0.16
16 O -0.024 -0.361 -3.592  -0.27
17 C -1.403 -3.069 -0.886  -0.04
18 C -0.578 -4.470 -1.225  -0.01
19 C -1.341 -5.873 -0.858  -0.14
20 N -2.707 -6.056 -0.261  -0.06
21 C -3.420 -4.775 0.065  -0.14
22 C -2.904 -3.239 -0.176  0.01
23 H 5.477 1.918 -1.242  0.10
24 H 4.230 0.628 -1.966  0.10
25 H 5.326 0.245 -0.371  0.10
26 H 1.898 0.125 -0.935  0.13
27 H 0.675 1.408 -1.806  0.13
28 H 1.185 1.224 1.429  0.11
29 H -0.239 2.128 0.589  0.11
30 H 0.303 -1.104 1.119  0.14
31 H -1.074 -0.031 1.825  0.12
32 H -1.483 1.246 -1.520  0.11
33 H -3.049 0.136 -1.568  0.15
34 H -2.726 1.299 1.325  0.10
35 H -4.130 1.394 0.073  0.09
36 H -2.396 3.779 0.803  0.08
37 H -1.855 3.320 -0.957  0.07
38 H 0.391 -1.668 -0.984  0.14
39 H 0.499 -4.372 -1.693  0.09
40 H -0.731 -6.871 -1.097  0.09
41 H -4.509 -4.884 0.544  0.09
42 H -3.516 -2.267 0.117  0.09
43 C 4.021 3.432 4.411  -1.60
44 Br 2.405 2.413 4.778  0.55
45 Br 3.718 5.348 4.557  0.54
46 Br 5.512 2.848 5.516  0.54
47 H 4.297 3.230 3.371  -0.05

=====

Here is the ion C2H3O3 with charge -1 at a distorted geometry from the Open Molecules 2025 dataset. Energies are from wB97M-V/def2-TZVPD.

Total charge: -1
SMILES string: COC(=O)[O-]
Energy relative to the best compared isomer or geometry (same formula, charge and spin) (kJ/mol): 12.2
Total energy (eV): -8266.304
Kohn-Sham gap (eV): 8.61
LUMO level (eV): 4.42

Each line ends with the Löwdin charge.
Atoms and positions in Å:
1 C 0.075 0.167 0.074  -0.14
2 O 1.367 0.811 -0.030  -0.17
3 C 2.519 -0.099 0.005  -0.78
4 O 3.590 0.539 0.064  -0.06
5 O 2.250 -1.289 -0.152  -0.06
6 H -0.506 0.227 -0.874  0.06
7 H -0.352 0.624 0.993  0.07
8 H 0.408 -0.949 0.126  0.08

=====

Here is an isolated molecule of C4H6P2 at a distorted geometry from the Open Molecules 2025 dataset. Energies are from wB97M-V/def2-TZVPD.

Energy relative to the best compared isomer or geometry (same formula, charge and spin) (kJ/mol): 314.7
Total energy (eV): -22817.734
Kohn-Sham gap (spin up / spin down) (eV): 7.11 / 7.11
LUMO level (spin up / spin down) (eV): -0.75 / -0.74

Each line ends with the Löwdin charge.
Atoms and positions in Å:
1 C 0.223 -0.641 -0.993  -0.60
2 C 0.135 0.670 1.081  -1.01
3 C 0.379 -1.447 -2.231  -0.24
4 C -0.301 1.549 2.190  -0.27
5 P 1.797 0.417 0.653  0.84
6 P -1.018 -0.199 0.028  0.78
7 H -0.248 -1.031 -3.149  0.10
8 H -0.066 -2.493 -2.149  0.08
9 H 1.504 -1.416 -2.419  0.07
10 H -0.770 2.608 1.827  0.13
11 H 0.353 1.848 2.985  0.04
12 H -1.011 1.039 2.870  0.06